[1]
C2H3O2 | wB97M-V/def2-TZVPD

Last column: Mulliken charge in e.
Positions of all 7 atoms, in Å:
C: -0.226 -0.518 -0.588  -0.10
C: -0.019 1.937 2.390  0.47
O: 0.853 2.629 2.375  0.08
O: -0.330 -0.146 0.501  -0.38
H: -0.484 -1.517 -0.878  0.24
H: 0.284 0.038 -1.268  0.24
H: -0.570 1.028 2.511  0.44

The max |F| is 6.22 eV Å⁻¹. Its energy relative to the best compared isomer or geometry (same formula, charge and spin) is 125.7 kJ/mol. The electronic energy is -6206.599 eV. The calculation puts the HOMO energy at -14.76 eV. As for the charge: +1. The lowest unoccupied orbital energy is -7.418 eV.

[2]
C2H3O2S2 | wB97M-V/def2-TZVPD

Last column: Mulliken charge in e.
Positions of all 9 atoms, in Å:
C: 3.014 -0.107 -0.401  -0.29
C: 1.949 -0.263 0.139  -0.42
O: -0.805 1.105 0.313  -0.54
O: -1.304 -1.310 0.646  -0.53
S: -3.497 0.394 -0.244  -0.47
S: -1.618 0.081 1.038  0.47
H: 3.959 0.291 -0.771  0.35
H: -2.707 0.294 -1.341  0.11
H: 1.007 -0.484 0.620  0.32

The max |F| is 1.65 eV Å⁻¹. Its energy relative to the best compared isomer or geometry (same formula, charge and spin) is 245.9 kJ/mol. The electronic energy is -27887.331 eV. The calculation puts the HOMO energy at -4.05 eV. As for the charge: -1. The lowest unoccupied orbital energy is 3.720 eV.